1.
ORCA calculation (ωB97M-V/def2-TZVPD) on a structure of composition C34H20BF15GeLuN8S.

Positions of all 81 atoms, in Å:
Lu1 0.172 0.414 -0.183
C1 -2.544 -1.650 -1.672
C2 -2.851 -0.203 -1.460
C3 -4.052 0.470 -1.659
C4 -3.787 1.784 -1.328
N1 -2.507 1.893 -0.951
N2 -1.920 0.666 -1.032
B1 -1.710 3.178 -0.536
N3 -0.491 3.292 -1.484
C5 -0.249 4.145 -2.488
C6 0.884 3.736 -3.164
C7 1.304 2.585 -2.515
C8 2.476 1.718 -2.836
N4 0.472 2.314 -1.490
N5 -1.213 2.995 0.935
C9 -1.388 3.840 1.960
C10 -1.049 3.204 3.136
C11 -0.650 1.926 2.756
C12 -0.192 0.801 3.623
N6 -0.735 1.807 1.420
N7 -2.662 4.355 -0.565
C13 -3.765 4.466 0.241
C14 -4.420 5.607 -0.113
C15 -3.649 6.169 -1.168
C16 -3.908 7.417 -1.926
N8 -2.607 5.394 -1.420
H1 -2.875 -2.240 -0.816
H2 -1.473 -1.805 -1.832
H3 -3.071 -2.019 -2.549
H4 -4.983 0.056 -2.003
H5 -4.449 2.633 -1.360
H6 -0.894 4.990 -2.652
H7 1.348 4.214 -4.009
H8 3.068 2.170 -3.628
H9 2.150 0.738 -3.190
H10 3.129 1.583 -1.969
H11 -1.717 4.854 1.805
H12 -1.096 3.605 4.134
H13 -0.935 0.593 4.392
H14 0.738 1.060 4.130
H15 -0.036 -0.104 3.034
H16 -3.992 3.725 0.992
H17 -5.322 6.018 0.309
H18 -3.708 8.294 -1.306
H19 -4.959 7.482 -2.205
H20 -3.284 7.471 -2.815
F1 2.021 -4.977 2.067
C17 0.900 -4.272 2.202
C18 0.671 -3.220 1.327
C19 -0.487 -2.515 1.556
F2 -0.754 -1.392 0.785
C20 -1.402 -2.796 2.547
F3 -2.478 -2.037 2.683
C21 -1.147 -3.867 3.393
F4 -1.988 -4.161 4.353
C22 0.020 -4.604 3.223
F5 0.295 -5.604 4.031
Ge1 1.988 -2.960 -0.174
S1 1.398 -1.410 -1.632
C23 2.178 -4.732 -0.990
C24 1.275 -4.964 -2.020
F6 0.349 -4.007 -2.266
C25 1.286 -6.118 -2.772
F7 0.420 -6.300 -3.752
C26 2.224 -7.098 -2.464
F8 2.255 -8.209 -3.159
C27 3.102 -6.921 -1.402
F9 3.951 -7.878 -1.084
C28 3.071 -5.746 -0.668
F10 3.865 -5.645 0.388
C29 3.476 -2.052 0.779
C30 3.145 -0.973 1.578
F11 1.887 -0.408 1.440
C31 4.015 -0.372 2.454
F12 3.629 0.648 3.200
C32 5.318 -0.860 2.519
F13 6.163 -0.326 3.363
C33 5.728 -1.868 1.655
F14 6.976 -2.273 1.660
C34 4.812 -2.430 0.772
F15 5.239 -3.292 -0.132

For the total energy, the calculation gives -189901.202 eV. For the HOMO-LUMO gap (alpha / beta), the calculation gives 0.2377 / 0.0703 hartree. Its expectation value of S² is 0.77. Its multiplicity is 2. As for the charge: +2.

Atomic partial charges in e from the Löwdin method, atoms 1 to 8: number 1, Lu, carries 1.602; number 2, C, carries -0.027; number 3, C, carries -0.317; number 4, C, carries 0.019; number 5, C, carries -0.016; number 6, N, carries 0.029; number 7, N, carries -0.063; number 8, B, carries -0.630

2.
ORCA calculation (ωB97M-V/def2-TZVPD) on a structure of composition C34H20F15GeN4ReS.

Positions of all 76 atoms, in Å:
Re1 0.134 -0.222 -1.634
C1 -1.869 -3.680 -3.303
C2 -0.870 -4.311 -4.038
C3 0.374 -3.706 -4.131
C4 0.595 -2.491 -3.490
N1 -0.388 -1.883 -2.772
C5 -1.583 -2.477 -2.684
C6 1.860 -1.759 -3.492
C7 3.023 -2.177 -4.133
C8 4.170 -1.404 -4.043
C9 4.125 -0.223 -3.308
C10 2.941 0.135 -2.690
N2 1.826 -0.600 -2.778
H1 -2.850 -4.118 -3.216
H2 -1.054 -5.258 -4.526
H3 1.163 -4.175 -4.695
H4 -2.332 -1.968 -2.085
H5 3.033 -3.097 -4.694
H6 5.081 -1.719 -4.531
H7 4.996 0.406 -3.221
H8 2.877 1.040 -2.093
C11 -1.190 1.344 -4.001
C12 -1.929 2.639 -4.515
N3 -2.041 3.539 -3.416
C13 -2.850 3.005 -2.370
C14 -2.125 1.716 -1.825
N4 -0.876 1.508 -2.577
C15 -0.011 2.684 -2.406
C16 -0.767 3.962 -2.938
H9 -0.265 1.195 -4.562
H10 -1.835 0.473 -4.136
H11 -2.921 2.385 -4.891
H12 -1.362 3.104 -5.323
H13 -3.840 2.755 -2.754
H14 -2.963 3.743 -1.575
H15 -2.777 0.848 -1.952
H16 -1.895 1.848 -0.764
H17 0.908 2.542 -2.981
H18 0.227 2.815 -1.346
H19 -0.202 4.429 -3.746
H20 -0.893 4.692 -2.137
F1 1.546 -2.728 2.044
C17 2.429 -2.069 2.816
C18 2.032 -0.817 3.252
C19 2.912 -0.065 4.008
F2 2.522 1.157 4.371
C20 4.171 -0.557 4.354
F3 5.000 0.179 5.061
C21 4.549 -1.834 3.915
F4 5.739 -2.300 4.209
C22 3.676 -2.597 3.127
F5 4.041 -3.778 2.662
Ge1 0.187 -0.218 2.849
S1 0.051 -0.156 0.577
C23 -1.271 -1.433 3.419
C24 -1.067 -2.514 4.257
F6 0.182 -2.782 4.622
C25 -2.136 -3.294 4.702
F7 -1.922 -4.331 5.481
C26 -3.439 -2.967 4.300
F8 -4.452 -3.701 4.695
C27 -3.661 -1.870 3.457
F9 -4.879 -1.557 3.052
C28 -2.566 -1.126 3.038
F10 -2.706 -0.062 2.217
C29 -0.250 1.637 3.424
C30 -0.347 1.761 4.799
F11 -0.148 0.633 5.493
C31 -0.626 2.973 5.421
F12 -0.701 3.057 6.730
C32 -0.834 4.106 4.617
F13 -1.105 5.264 5.168
C33 -0.757 3.995 3.226
F14 -0.965 5.043 2.441
C34 -0.462 2.763 2.654
F15 -0.391 2.653 1.309

For the total energy, the calculation gives -151755.680 eV. For the HOMO-LUMO gap (alpha / beta), the calculation gives 0.1849 / 0.1634 hartree. Its expectation value of S² is 3.79. Its multiplicity is 4. As for the charge: +3.

Atomic partial charges in e from the Löwdin method, atoms 1 to 8: number 1, Re, carries 1.333; number 2, C, carries 0.027; number 3, C, carries 0.045; number 4, C, carries 0.062; number 5, C, carries -0.172; number 6, N, carries -0.095; number 7, C, carries -0.076; number 8, C, carries -0.171

3.
ORCA calculation (ωB97M-V/def2-TZVPD) on a structure of composition C34H22Cl3HgN9OSe.

Positions of all 71 atoms, in Å:
Hg1 0.066 0.395 -0.624
Se1 0.554 -3.791 6.339
N1 -0.746 -3.325 5.212
C1 -0.176 -2.802 4.164
C2 -0.915 -2.246 3.030
C3 -2.311 -2.272 2.990
C4 -2.959 -1.701 1.925
C5 -2.197 -1.109 0.922
N2 -0.868 -1.079 0.959
C6 -0.217 -1.645 1.987
C7 1.272 -1.624 1.996
N3 1.885 -1.026 0.977
C8 3.203 -0.976 0.944
C9 4.006 -1.544 1.931
C10 3.387 -2.147 3.002
C11 1.995 -2.182 3.051
C12 1.271 -2.755 4.186
N4 1.850 -3.224 5.253
H1 -2.850 -2.740 3.804
H2 -4.036 -1.689 1.835
H3 -2.698 -0.634 0.075
H4 3.639 -0.453 0.099
H5 5.083 -1.492 1.856
H6 3.949 -2.590 3.814
C13 0.769 3.367 4.512
C14 -0.041 4.240 3.794
C15 -0.495 3.925 2.524
C16 -0.134 2.705 1.927
C17 0.699 1.842 2.652
C18 1.138 2.162 3.924
N5 -0.570 2.296 0.676
N6 -1.405 3.147 0.108
C19 -2.014 2.742 -1.046
C20 -2.886 3.656 -1.669
C21 -3.582 3.265 -2.787
C22 -3.413 1.976 -3.291
C23 -2.535 1.139 -2.636
N7 -1.820 1.520 -1.576
H7 1.110 3.622 5.508
H8 -0.325 5.189 4.235
H9 -1.129 4.601 1.972
H10 0.991 0.911 2.191
H11 1.773 1.465 4.461
H12 -2.995 4.638 -1.229
H13 -4.267 3.954 -3.267
H14 -3.975 1.612 -4.138
H15 -2.335 0.146 -3.016
Cl1 -4.613 -0.445 -1.132
C24 -3.600 -3.298 -2.187
Cl2 -4.274 -3.208 -3.770
Cl3 -4.585 -3.879 -0.917
C25 -2.372 -2.901 -2.001
N8 -1.248 -2.472 -1.873
C26 0.562 -2.947 -3.406
C27 0.043 -3.009 -1.998
O1 0.671 -3.376 -1.040
H16 1.509 -3.478 -3.459
H17 0.709 -1.904 -3.688
H18 -0.161 -3.389 -4.093
N9 4.975 2.119 -6.072
C28 4.210 1.817 -5.269
C29 3.252 1.442 -4.258
C30 2.217 2.310 -3.915
C31 1.318 1.952 -2.921
C32 1.421 0.735 -2.243
C33 2.463 -0.119 -2.613
C34 3.369 0.216 -3.608
H19 2.123 3.259 -4.427
H20 0.520 2.642 -2.672
H21 2.576 -1.077 -2.113
H22 4.170 -0.460 -3.881

For the total energy, the calculation gives -158161.845 eV. For the HOMO-LUMO gap (alpha / beta), the calculation gives 0.1643 / 0.2144 hartree. Its expectation value of S² is 0.77. Its multiplicity is 2. As for the charge: -1.

Atomic partial charges in e from the Löwdin method, atoms 1 to 8: number 1, Hg, carries 1.132; number 2, Se, carries 1.079; number 3, N, carries -0.231; number 4, C, carries -0.329; number 5, C, carries -0.087; number 6, C, carries 0.014; number 7, C, carries -0.025; number 8, C, carries -0.147

4.
ORCA calculation (ωB97M-V/def2-TZVPD) on a structure of composition C34H24F3FeN4O3Se.

Positions of all 70 atoms, in Å:
Fe1 0.034 -0.190 -0.255
N1 -0.606 -0.098 1.980
C1 -0.455 0.003 3.112
C2 -0.254 0.110 4.517
C3 -0.304 -1.034 5.316
C4 -0.076 -0.927 6.675
C5 0.198 0.311 7.240
C6 0.242 1.449 6.447
C7 0.014 1.356 5.086
H1 -0.515 -1.994 4.865
H2 -0.111 -1.812 7.296
H3 0.377 0.388 8.304
H4 0.457 2.412 6.890
H5 0.046 2.233 4.454
Se1 0.562 -1.555 -2.519
C8 0.381 -0.659 -4.184
C9 -0.633 0.263 -4.413
C10 -0.719 0.840 -5.670
N2 0.119 0.565 -6.665
C11 1.075 -0.331 -6.441
C12 1.246 -0.978 -5.229
H6 -1.340 0.522 -3.637
H7 -1.498 1.560 -5.891
H8 1.729 -0.549 -7.277
H9 2.022 -1.719 -5.098
N3 -4.056 -6.090 1.474
C13 -3.855 -5.586 0.229
O1 -4.340 -6.067 -0.772
C14 -2.970 -4.371 0.169
C15 -1.882 -4.178 1.013
C16 -1.114 -3.038 0.857
N4 -1.373 -2.113 -0.064
C17 -2.398 -2.312 -0.893
C18 -3.219 -3.421 -0.813
H10 -4.656 -6.890 1.579
H11 -3.746 -5.613 2.300
H12 -1.604 -4.922 1.747
H13 -0.245 -2.857 1.479
H14 -2.553 -1.561 -1.659
H15 -4.033 -3.570 -1.509
O2 -1.713 3.471 -0.820
C19 -0.790 2.768 -1.180
O3 -0.508 1.606 -0.675
C20 0.155 3.239 -2.267
C21 -0.301 4.164 -3.198
C22 0.520 4.566 -4.240
C23 1.803 4.048 -4.350
C24 2.271 3.144 -3.407
C25 1.447 2.732 -2.370
H16 -1.307 4.551 -3.094
H17 0.153 5.271 -4.975
H18 2.433 4.348 -5.178
H19 3.275 2.746 -3.492
H20 1.798 2.021 -1.631
F1 9.499 -0.094 0.454
C26 8.771 0.047 -0.668
F2 9.060 1.268 -1.171
F3 9.250 -0.849 -1.560
C27 7.302 -0.125 -0.436
C28 6.801 -0.330 0.841
C29 5.437 -0.458 1.030
C30 4.563 -0.376 -0.057
C31 5.084 -0.193 -1.344
C32 6.446 -0.063 -1.530
C33 3.151 -0.434 0.134
C34 1.943 -0.427 0.303
H21 7.477 -0.382 1.683
H22 5.033 -0.612 2.020
H23 4.407 -0.146 -2.187
H24 6.855 0.091 -2.521

For the total energy, the calculation gives -155635.713 eV. For the HOMO-LUMO gap (alpha / beta), the calculation gives 0.2830 / 0.2011 hartree. Its expectation value of S² is 8.77. Its multiplicity is 6. As for the charge: 0.

Atomic partial charges in e from the Löwdin method, atoms 1 to 8: number 1, Fe, carries 0.522; number 2, N, carries 0.190; number 3, C, carries -0.095; number 4, C, carries -0.212; number 5, C, carries -0.027; number 6, C, carries -0.071; number 7, C, carries -0.067; number 8, C, carries -0.064

5.
ORCA calculation (ωB97M-V/def2-TZVPD) on a structure of composition C34H24IrN8O5S.

Positions of all 73 atoms, in Å:
Ir1 -1.895 -0.502 0.076
C1 -1.790 -0.422 -4.369
C2 -2.257 -0.541 -3.070
N1 -1.427 -0.487 -2.034
C3 -0.093 -0.311 -2.268
C4 0.345 -0.225 -3.604
N2 -0.492 -0.279 -4.599
C5 0.764 -0.261 -1.104
C6 2.140 -0.114 -1.119
C7 2.879 -0.206 0.071
C8 2.156 -0.348 1.266
C9 0.775 -0.431 1.246
N3 0.105 -0.443 0.068
C10 -0.088 -0.516 2.401
C11 0.339 -0.450 3.741
N4 -0.509 -0.429 4.727
C12 -1.812 -0.480 4.485
C13 -2.272 -0.588 3.182
N5 -1.430 -0.608 2.152
C14 4.342 -0.241 0.057
C15 5.054 -0.336 -1.146
C16 6.431 -0.473 -1.113
N6 7.075 -0.523 0.024
C17 6.463 -0.419 1.175
C18 5.089 -0.261 1.242
H1 -2.450 -0.455 -5.221
H2 -3.309 -0.680 -2.875
H3 1.390 -0.106 -3.852
H4 2.634 0.048 -2.062
H5 2.666 -0.411 2.211
H6 1.389 -0.414 4.001
H7 -2.479 -0.422 5.330
H8 -3.330 -0.640 2.978
H9 4.568 -0.315 -2.105
H10 7.014 -0.555 -2.018
H11 7.072 -0.472 2.066
H12 4.634 -0.151 2.211
O1 0.545 2.442 0.242
C19 -0.657 2.646 0.267
O2 -1.611 1.857 0.375
C20 -1.109 4.137 0.147
C21 -2.450 4.420 -0.062
C22 -2.860 5.742 -0.136
C23 -1.917 6.749 -0.006
C24 -0.573 6.464 0.188
C25 -0.164 5.143 0.263
N7 -2.346 8.157 -0.070
O3 -1.481 8.982 0.044
O4 -3.521 8.350 -0.227
H13 -3.174 3.625 -0.159
H14 -3.902 5.982 -0.290
H15 0.143 7.266 0.278
H16 0.880 4.908 0.413
C26 -5.011 -1.622 0.290
C27 -3.923 -0.650 -0.038
O5 -4.077 0.405 -0.594
H17 -5.983 -1.130 0.218
H18 -4.895 -2.055 1.281
H19 -4.981 -2.429 -0.445
S1 -2.070 -5.550 0.371
C28 -2.291 -3.848 0.443
N8 -1.280 -3.095 0.146
C29 -0.182 -3.869 -0.166
C30 1.103 -3.442 -0.499
C31 2.074 -4.368 -0.816
C32 1.806 -5.734 -0.794
C33 0.557 -6.190 -0.422
C34 -0.427 -5.260 -0.113
H20 -3.241 -3.454 0.740
H21 1.345 -2.400 -0.502
H22 3.059 -4.022 -1.088
H23 2.576 -6.440 -1.061
H24 0.342 -7.244 -0.374

For the total energy, the calculation gives -71456.370 eV. For the HOMO-LUMO gap (alpha / beta), the calculation gives 0.1527 / 0.0788 hartree. Its expectation value of S² is 8.83. Its multiplicity is 6. As for the charge: +2.

Atomic partial charges in e from the Löwdin method, atoms 1 to 8: number 1, Ir, carries 1.594; number 2, C, carries -0.069; number 3, C, carries -0.080; number 4, N, carries -0.023; number 5, C, carries -0.154; number 6, C, carries -0.033; number 7, N, carries 0.116; number 8, C, carries -0.253

6.
ORCA calculation (ωB97M-V/def2-TZVPD) on a structure of composition C34H25N3O2PPt.

Positions of all 66 atoms, in Å:
Pt1 -0.600 1.060 0.254
C1 -3.887 -1.772 0.743
C2 -4.959 -0.923 0.867
C3 -4.733 0.450 0.824
C4 -3.457 0.924 0.656
N1 -2.402 0.078 0.523
C5 -2.620 -1.232 0.569
C6 -3.148 2.397 0.600
C7 -4.038 3.453 0.692
C8 -3.531 4.742 0.603
C9 -2.171 4.956 0.424
C10 -1.341 3.851 0.342
N2 -1.861 2.640 0.442
C11 0.152 3.834 0.162
C12 0.898 4.977 0.014
C13 2.280 4.883 -0.124
C14 2.870 3.642 -0.085
C15 2.063 2.525 0.056
N3 0.740 2.612 0.156
H1 -4.004 -2.846 0.773
H2 -5.963 -1.309 0.996
H3 -5.556 1.144 0.920
H4 -1.753 -1.864 0.468
H5 -5.097 3.288 0.827
H6 -4.202 5.588 0.674
H7 -1.778 5.961 0.354
H8 0.409 5.941 -0.002
H9 2.877 5.775 -0.255
H10 3.940 3.515 -0.176
H11 2.484 1.533 0.089
O1 2.695 1.280 -3.229
C16 2.314 0.541 -2.349
O2 1.076 0.428 -1.932
C17 3.235 -0.311 -1.509
C18 4.583 -0.466 -1.786
C19 5.344 -1.291 -0.972
C20 4.754 -1.941 0.108
C21 3.404 -1.771 0.392
C22 2.633 -0.955 -0.431
P1 0.816 -0.706 -0.351
C23 0.560 -1.702 1.256
C24 0.168 -3.038 1.399
C25 0.029 -3.628 2.653
C26 0.295 -2.898 3.800
C27 0.697 -1.573 3.684
C28 0.819 -0.991 2.429
C29 0.048 -1.879 -1.525
C30 0.553 -3.169 -1.680
C31 -0.025 -4.054 -2.584
C32 -1.110 -3.656 -3.347
C33 -1.601 -2.360 -3.226
C34 -1.017 -1.475 -2.332
H12 5.009 0.051 -2.637
H13 6.398 -1.431 -1.176
H14 5.353 -2.585 0.740
H15 2.972 -2.275 1.245
H16 -0.046 -3.640 0.524
H17 -0.280 -4.664 2.728
H18 0.194 -3.357 4.776
H19 0.918 -0.993 4.572
H20 1.139 0.047 2.366
H21 1.424 -3.479 -1.116
H22 0.384 -5.050 -2.697
H23 -1.558 -4.345 -4.052
H24 -2.422 -2.032 -3.851
H25 -1.370 -0.453 -2.278

For the total energy, the calculation gives -56761.694 eV. For the HOMO-LUMO gap, the calculation gives 0.2617 hartree. As for the charge: +1.

Atomic partial charges in e from the Löwdin method, atoms 1 to 8: number 1, Pt, carries 1.076; number 2, C, carries -0.003; number 3, C, carries -0.016; number 4, C, carries 0.013; number 5, C, carries -0.173; number 6, N, carries -0.041; number 7, C, carries -0.075; number 8, C, carries -0.173

charge of number 1 (C34H20BF15GeLuN8S)? +2